# 1
154
Properties=species:S:1:pos:R:3:lowdin_charge:R:1 method="wB97M-V/def2-TZVPD" homo_ev=-9.2 charge=+1
Pb -1.98495 0.01897 -2.76964 1.415
C -0.85077 -1.40069 2.09274 -0.014
C -1.06113 -0.31652 0.98270 -0.437
C -0.47127 1.03478 1.52602 -0.145
C 1.06061 1.15981 1.45127 -0.151
C 1.55715 0.77955 -0.00284 -0.106
C 1.01045 -0.60447 -0.46580 -0.484
N -0.43964 -0.59243 -0.33868 -0.202
O -1.08779 -1.63930 -1.03314 -0.370
C 1.64262 -1.86862 0.28981 0.005
C 1.43278 -0.66545 -1.91775 -0.072
C -2.58023 0.03387 0.80453 -0.069
H -1.15206 -2.38467 1.71996 0.065
H -1.24771 -1.32113 3.10468 0.093
H 0.19989 -1.62833 2.27915 0.058
H -0.84226 1.22432 2.53427 0.114
H -0.82038 1.84904 0.88335 0.091
H 1.47073 0.47730 2.19635 0.089
H 1.26079 2.20466 1.68707 0.094
H 2.60816 0.62390 0.25988 0.095
H 1.55054 1.55109 -0.77082 0.105
H 0.90425 -2.61676 0.56159 0.051
H 2.01441 -1.47145 1.23550 0.042
H 2.51400 -2.26419 -0.22993 0.085
H 1.30784 -1.60335 -2.44880 0.032
H 2.48548 -0.38122 -1.88771 0.099
H 0.82962 0.12503 -2.37844 0.037
H -2.91715 0.18891 1.83258 0.085
H -3.19935 -0.77523 0.41904 0.034
H -2.82432 0.94366 0.25722 0.015
C 8.74156 3.19597 -2.13333 -0.119
C 7.64708 2.68111 -3.02314 -0.249
C 6.22639 2.86819 -2.35722 -0.174
C 5.79673 1.86775 -1.35401 -0.208
N 5.42141 1.07171 -0.61846 0.150
H 9.71578 3.28354 -2.61310 0.076
H 8.76497 2.54729 -1.25530 0.080
H 8.55597 4.18748 -1.71435 0.074
H 7.79754 1.62876 -3.26494 0.111
H 7.60555 3.18665 -3.98885 0.104
H 5.59538 2.67655 -3.23083 0.107
H 5.93024 3.88642 -2.11089 0.110
C -5.79502 3.55166 1.79171 -0.091
C -4.28799 3.43105 1.54148 -0.270
C -3.34616 4.63774 1.63325 -0.161
C -3.62108 5.56739 0.51053 -0.206
N -3.73010 6.30085 -0.37063 0.154
H -6.09599 4.37866 2.43986 0.076
H -6.31155 2.65310 2.11939 0.066
H -6.27122 3.92621 0.88032 0.070
H -4.05605 2.93340 0.59577 0.081
H -3.91349 2.64481 2.20356 0.098
H -2.31150 4.30357 1.57760 0.109
H -3.52541 5.16638 2.56988 0.122
C -4.50143 -3.42743 0.46739 -0.072
C -4.07430 -3.92881 -0.90741 -0.250
C -2.79708 -4.77854 -0.87516 -0.203
C -2.76360 -5.91979 -0.00504 -0.258
N -2.81288 -6.88265 0.62662 0.176
H -5.30315 -2.70739 0.31544 0.048
H -3.61661 -2.91751 0.84929 0.062
H -4.75919 -4.31529 1.04256 0.084
H -3.76165 -3.10420 -1.55414 0.082
H -4.88558 -4.35508 -1.50085 0.111
H -1.97047 -4.18771 -0.46256 0.100
H -2.50658 -5.13599 -1.86481 0.118
C -2.24948 6.74726 -3.90572 -0.091
C -2.47424 5.28322 -3.45611 -0.264
C -1.23323 4.63910 -2.79631 -0.131
C -1.79085 3.37871 -2.16508 -0.176
N -2.18924 2.41379 -1.67155 0.048
H -3.15957 7.29730 -4.13056 0.078
H -1.51593 6.78289 -4.71129 0.074
H -1.78201 7.27093 -3.06787 0.067
H -2.60263 4.70008 -4.36981 0.105
H -3.37361 5.28654 -2.84345 0.086
H -0.70225 5.31971 -2.13464 0.097
H -0.59277 4.24677 -3.58617 0.124
C 4.33369 -1.28595 3.22980 -0.095
C 4.62115 0.18266 2.98127 -0.273
C 5.55622 0.68878 4.08236 -0.185
C 6.96778 0.30053 3.82463 -0.218
N 8.08067 0.04332 3.68955 0.136
H 3.58805 -1.70533 2.55068 0.048
H 3.93607 -1.44513 4.23042 0.075
H 5.21089 -1.86082 2.92554 0.086
H 3.64150 0.66940 3.03228 0.072
H 4.91042 0.50598 1.98043 0.082
H 5.29353 0.15546 4.99815 0.096
H 5.44545 1.74451 4.32543 0.119
C -0.99648 -4.79783 -5.53376 -0.092
C -0.34273 -3.86006 -6.57136 -0.234
C 0.67154 -2.87403 -5.97675 -0.145
C 0.09192 -1.91807 -5.02685 -0.121
N -0.37783 -1.24358 -4.22376 0.032
H -0.58266 -4.80511 -4.52423 0.060
H -1.14529 -5.79527 -5.94384 0.078
H -2.02091 -4.46698 -5.33991 0.066
H -1.21102 -3.38093 -7.02621 0.107
H 0.09491 -4.45188 -7.37328 0.113
H 1.04707 -2.24901 -6.79048 0.126
H 1.49551 -3.49199 -5.62068 0.128
C -9.49514 0.30558 -0.36020 -0.106
C -7.98839 0.34012 -0.40784 -0.273
C -7.24343 -0.80925 -1.11239 -0.150
C -5.87844 -0.33556 -1.34325 -0.189
N -4.79175 -0.01810 -1.53215 0.135
H -9.96024 0.39661 -1.34551 0.078
H -9.86625 1.13387 0.24122 0.080
H -9.97955 -0.62081 -0.04221 0.078
H -7.54263 0.54315 0.56745 0.109
H -7.74619 1.26040 -0.94829 0.109
H -7.72227 -1.04241 -2.06206 0.131
H -7.29098 -1.61978 -0.38572 0.119
N 0.57030 -6.44215 4.29196 0.017
C -0.73597 -6.26996 3.93933 -0.154
C -0.84474 -5.45399 2.85658 -0.127
C 0.48360 -5.26118 2.37242 -0.093
C 1.32706 -5.91362 3.28945 -0.134
H 0.88361 -7.00531 5.06222 0.149
H -1.56526 -6.55308 4.57005 0.110
H -1.71984 -5.24583 2.26501 0.055
H 0.82367 -4.63467 1.56411 0.063
H 2.40403 -5.90393 3.34670 0.102
N 2.87126 6.44279 -0.09587 -0.015
C 3.63022 5.36197 0.25060 -0.126
C 2.76532 4.28822 0.29092 -0.109
C 1.54237 4.69508 -0.34095 -0.103
C 1.63672 6.07731 -0.54923 -0.132
H 3.07420 7.40294 0.12783 0.150
H 4.63274 5.51577 0.61526 0.112
H 3.11422 3.41788 0.82646 0.085
H 0.63664 4.11789 -0.44794 0.062
H 0.97412 6.90797 -0.73367 0.107
N 2.41947 2.03929 7.80691 0.030
C 1.27086 2.36918 7.06742 -0.105
C 1.31309 1.68347 5.84321 -0.104
C 2.44089 0.89620 5.87998 -0.147
C 3.10314 1.13819 7.01515 -0.154
H 2.61876 2.24603 8.76862 0.143
H 0.66845 3.14318 7.51646 0.098
H 0.62811 1.82979 5.02311 0.084
H 2.75894 0.34850 5.00654 0.073
H 4.05233 0.72332 7.32074 0.110
N 1.46253 -4.15340 -2.16078 -0.002
C 0.94779 -5.34902 -1.85133 -0.159
C 1.84767 -6.29470 -2.22825 -0.089
C 3.02413 -5.58707 -2.63793 -0.102
C 2.72818 -4.25174 -2.71429 -0.132
H 1.00940 -3.27229 -1.97702 0.086
H -0.00506 -5.42883 -1.35222 0.101
H 1.63122 -7.33609 -2.04713 0.097
H 3.99485 -6.01809 -2.82983 0.092
H 3.29180 -3.42576 -3.11426 0.104

# 2
167
Properties=species:S:1:pos:R:3:lowdin_charge:R:1 method="wB97M-V/def2-TZVPD" smiles="C[N+](=O)[O-].c1ccccc1.c1ccccc1.c1ccccc1.c1ccccc1.COCCOC.COCCOC.COCCOC.COCCOC.COCCOC.COCCOC.COCCOC" homo_ev=-9.0
C 3.30046 -3.94476 -0.24931 0.049
N 3.34676 -3.38566 1.12245 -0.426
O 3.40342 -4.13482 2.07281 0.071
O 3.30118 -2.17784 1.22347 0.039
H 3.49396 -5.00274 -0.10710 0.098
H 4.09382 -3.46605 -0.81654 0.100
H 2.32336 -3.70999 -0.65783 0.094
C -3.35010 4.42234 -2.81240 -0.127
O -3.63200 4.59804 -1.44529 -0.189
C -3.20436 5.90042 -1.00704 -0.185
C -3.46817 6.04580 0.47507 -0.209
O -2.61875 5.30352 1.31339 -0.193
C -2.70535 5.68152 2.65922 -0.121
H -2.36005 3.97937 -2.93261 0.063
H -3.38822 5.35945 -3.38046 0.091
H -4.06957 3.79133 -3.33943 0.084
H -3.66847 6.71083 -1.57754 0.126
H -2.15400 5.91748 -1.32539 0.122
H -4.52558 5.81394 0.62745 0.129
H -3.22298 7.10102 0.65649 0.128
H -3.71677 5.56917 3.05585 0.084
H -2.37184 6.71489 2.83497 0.089
H -1.97035 5.10723 3.22252 0.087
C -3.15355 2.17548 -5.91455 -0.123
O -3.25947 1.02812 -5.12381 -0.190
C -2.05149 0.77179 -4.41540 -0.190
C -0.90900 0.20726 -5.27569 -0.192
O -0.99735 -1.14090 -5.67096 -0.163
C -2.28648 -1.60477 -6.01729 -0.096
H -2.36887 2.13933 -6.68605 0.081
H -2.90468 3.04394 -5.28646 0.072
H -4.04975 2.36617 -6.50646 0.094
H -2.26365 -0.05959 -3.73232 0.120
H -1.79356 1.60013 -3.75060 0.109
H 0.08556 0.39365 -4.87714 0.117
H -0.94016 0.81529 -6.19245 0.107
H -2.77327 -2.13341 -5.19423 0.072
H -2.27229 -2.40264 -6.76730 0.086
H -2.87701 -0.79556 -6.44285 0.087
C 2.68778 -1.11372 4.69502 -0.114
O 4.04321 -0.94920 5.03553 -0.169
C 4.84938 -1.94340 4.42697 -0.222
C 6.22269 -1.95532 5.03559 -0.222
O 6.14591 -2.20509 6.41633 -0.159
C 7.38563 -2.05963 7.05906 -0.123
H 2.40242 -2.12053 5.01475 0.096
H 2.34462 -0.80410 3.70037 0.072
H 2.08272 -0.44009 5.31680 0.077
H 4.82992 -1.74917 3.35073 0.107
H 4.48422 -2.97287 4.56384 0.124
H 6.63681 -0.93802 4.93813 0.113
H 6.82582 -2.66717 4.45661 0.134
H 8.02909 -2.94443 7.01949 0.084
H 7.16490 -1.86046 8.10686 0.087
H 8.00864 -1.23766 6.69260 0.084
C -4.23062 -5.25097 -5.33092 -0.092
O -3.66301 -4.33161 -4.40065 -0.231
C -4.43864 -4.20009 -3.20276 -0.180
C -3.48668 -3.56845 -2.21950 -0.210
O -3.95912 -3.65215 -0.89441 -0.188
C -2.96237 -3.35822 0.05372 -0.111
H -4.09297 -6.28345 -5.00859 0.087
H -3.75394 -5.03125 -6.28235 0.085
H -5.29361 -5.00649 -5.41474 0.087
H -4.61943 -5.23222 -2.88365 0.128
H -5.34321 -3.62654 -3.39993 0.132
H -3.42030 -2.49948 -2.47092 0.125
H -2.50880 -4.05057 -2.30344 0.130
H -2.68926 -2.29612 0.02219 0.076
H -2.07657 -3.96091 -0.18034 0.080
H -3.32592 -3.59558 1.05072 0.092
C 4.01006 4.54126 -0.95723 -0.123
O 3.01319 3.80784 -1.61887 -0.170
C 2.04561 4.70506 -2.13081 -0.210
C 0.79003 3.98181 -2.52197 -0.165
O -0.20771 4.90119 -2.98948 -0.224
C -0.10302 5.20523 -4.35951 -0.113
H 3.69544 4.93683 0.01421 0.096
H 4.49875 5.34363 -1.51869 0.093
H 4.85244 3.90798 -0.67333 0.065
H 2.40718 5.32113 -2.96711 0.125
H 1.84237 5.44872 -1.35048 0.130
H 0.28861 3.61634 -1.62667 0.100
H 0.87686 3.21260 -3.29363 0.123
H 0.82220 5.73715 -4.59828 0.084
H -0.93251 5.84014 -4.67214 0.087
H -0.17801 4.29575 -4.96932 0.085
C -4.81877 2.84666 2.37900 -0.098
O -6.16975 2.52456 2.61321 -0.156
C -6.93032 2.46197 1.43167 -0.211
C -6.37635 1.74231 0.23125 -0.230
O -5.99755 0.41149 0.48780 -0.154
C -5.05701 -0.07095 -0.41827 -0.118
H -4.39411 3.29799 3.27424 0.083
H -4.67059 3.58585 1.58355 0.074
H -4.25139 1.95013 2.11472 0.095
H -7.07793 3.50531 1.09861 0.123
H -7.97530 2.24614 1.65702 0.125
H -5.59645 2.30517 -0.30234 0.114
H -7.13731 1.72409 -0.56964 0.132
H -5.35442 -0.01873 -1.47294 0.095
H -4.77880 -1.08449 -0.13080 0.077
H -4.09411 0.46423 -0.39527 0.070
C 1.97735 -8.26924 1.13423 -0.131
O 1.38268 -7.44891 0.17604 -0.174
C 0.04446 -7.08651 0.46866 -0.188
C -0.13976 -6.11920 1.63594 -0.239
O 0.25629 -4.83016 1.27462 -0.199
C -0.10967 -3.92317 2.30893 -0.096
H 1.73259 -9.33975 1.03715 0.087
H 1.77242 -8.04695 2.18603 0.082
H 3.05501 -8.23490 0.95956 0.090
H -0.58923 -7.97097 0.59093 0.127
H -0.32942 -6.56274 -0.41363 0.127
H 0.38175 -6.43584 2.54660 0.122
H -1.22293 -6.22870 1.80424 0.128
H 0.51314 -4.18809 3.17224 0.094
H -1.15643 -4.15390 2.54182 0.080
H 0.02054 -2.88693 2.00600 0.081
C 2.58938 0.20155 -2.40104 -0.075
C 2.61306 -1.17861 -2.20776 -0.085
C 2.97259 -2.03767 -3.24289 -0.100
C 3.34452 -1.55113 -4.47895 -0.085
C 3.33660 -0.16765 -4.68330 -0.095
C 3.02957 0.68572 -3.64238 -0.100
H 2.25318 0.87163 -1.62165 0.089
H 2.29160 -1.54347 -1.24084 0.070
H 2.98930 -3.10929 -3.08029 0.093
H 3.56858 -2.28090 -5.24521 0.102
H 3.77856 0.22932 -5.58905 0.101
H 3.05829 1.75070 -3.84190 0.094
C 4.68069 1.03812 2.16799 -0.090
C 4.28756 1.11188 0.83816 -0.074
C 5.25670 1.42396 -0.10280 -0.101
C 6.55072 1.68525 0.32555 -0.109
C 6.93988 1.56088 1.64332 -0.090
C 5.98024 1.22629 2.61421 -0.074
H 3.97404 0.72359 2.93146 0.087
H 3.24642 0.93534 0.61731 0.068
H 4.93471 1.49998 -1.13455 0.095
H 7.28801 2.03323 -0.39080 0.101
H 7.95242 1.73612 1.98400 0.098
H 6.23899 1.05177 3.64800 0.093
C -0.33894 1.05120 6.59094 -0.099
C -0.51766 1.30618 5.24872 -0.104
C -0.86546 0.29360 4.38145 -0.098
C -1.01550 -0.99900 4.85488 -0.091
C -0.83543 -1.26474 6.20885 -0.092
C -0.44034 -0.24998 7.07312 -0.095
H -0.26417 1.88362 7.28120 0.102
H -0.54432 2.30782 4.83062 0.101
H -0.94762 0.46463 3.31441 0.091
H -1.31388 -1.78002 4.16588 0.091
H -0.88175 -2.26559 6.62057 0.101
H -0.15203 -0.44329 8.09771 0.102
C 0.67934 0.31972 0.89740 -0.117
C 0.82633 1.61406 1.40467 -0.110
C 0.03217 2.66476 0.97867 -0.068
C -0.98554 2.38714 0.04443 -0.087
C -1.13315 1.09935 -0.44181 -0.086
C -0.27847 0.05646 -0.07508 -0.084
H 1.23165 -0.56314 1.20061 0.082
H 1.41820 1.73867 2.30600 0.104
H 0.18286 3.64633 1.40578 0.107
H -1.63433 3.20540 -0.24457 0.093
H -1.97354 0.94158 -1.10969 0.082
H -0.33486 -0.97363 -0.40138 0.097